Below is a cluster of 10 separate species, C26H59Br4N3O5S5 in total, with properties calculated with ωB97M-V with the def2-TZVPD basis set.

The geometry in XYZ format:
```
102
Properties=species:S:1:pos:R:3:forces:R:3
C -6.607 -2.588 2.036 -0.1 0.9 -0.3
C -6.337 -2.858 3.481 0.4 -0.8 1.4
C -5.113 -2.195 4.213 0.0 -1.2 -0.9
C -5.063 -0.761 4.048 -0.4 0.6 0.1
N -5.085 0.383 3.948 0.1 0.0 -0.1
H -6.447 -1.530 1.830 -0.4 0.1 -0.4
H -7.645 -2.887 1.891 0.0 0.3 -0.4
H -6.005 -3.169 1.338 0.2 0.0 0.2
H -6.290 -3.947 3.480 0.6 -0.1 0.8
H -7.205 -2.644 4.105 -0.2 0.3 -0.2
H -4.174 -2.591 3.826 0.1 -0.1 -0.2
H -5.082 -2.429 5.277 -0.3 0.0 0.0
C -1.152 1.756 -6.931 1.5 0.1 0.6
C -0.903 1.976 -8.431 -0.4 1.0 0.6
C -1.895 1.188 -9.223 -1.5 0.2 -0.7
C -1.720 -0.238 -9.123 0.5 -4.8 0.0
N -1.601 -1.414 -9.047 -0.4 4.1 -0.2
H -0.863 0.772 -6.561 0.0 -0.3 -0.4
H -2.140 1.926 -6.505 -0.2 0.3 -0.7
H -0.458 2.412 -6.405 -0.1 0.2 0.2
H 0.131 1.846 -8.749 0.0 -0.7 0.3
H -1.037 3.035 -8.653 -0.4 0.1 0.0
H -2.102 1.489 -10.250 1.0 -0.1 -0.4
H -2.905 1.385 -8.865 -0.1 0.0 0.7
C -2.194 -0.112 -0.369 0.1 -0.5 0.7
C -0.764 0.409 -0.590 -0.8 -1.0 -1.5
C -0.061 0.898 0.655 -0.2 0.5 -0.8
C -0.192 0.000 1.794 -0.3 -1.5 2.3
N -0.354 -0.700 2.718 0.4 1.6 -2.2
H -2.168 -1.003 0.258 0.4 -0.4 -0.1
H -2.677 -0.423 -1.295 0.0 0.3 0.0
H -2.866 0.480 0.252 0.1 0.8 -0.5
H -0.719 1.157 -1.381 -0.3 0.7 0.4
H -0.254 -0.368 -1.159 0.4 -0.5 0.7
H -0.571 1.846 0.831 0.2 0.1 0.8
H 0.976 1.126 0.411 0.1 -0.1 0.3
C 3.907 -6.104 0.148 0.6 0.1 0.3
S 4.714 -4.412 0.185 -1.4 0.1 0.1
O 3.524 -3.454 0.194 1.7 -1.0 0.5
C 5.481 -4.512 1.901 -1.3 -0.6 -0.4
H 4.605 -6.863 -0.207 0.2 0.2 -0.1
H 3.066 -6.063 -0.544 0.2 0.4 0.0
H 3.545 -6.469 1.109 0.0 0.5 0.2
H 4.591 -4.668 2.510 0.1 0.3 0.3
H 6.039 -3.632 2.221 -0.2 0.0 -0.5
H 6.084 -5.414 2.007 0.1 0.1 -0.4
C -5.163 -7.365 -4.523 1.1 -0.1 0.7
S -4.050 -7.053 -3.093 1.4 -0.3 -0.8
O -3.113 -8.243 -3.019 -1.0 1.0 0.1
C -3.040 -5.721 -3.915 -0.6 -0.3 0.1
H -4.541 -8.003 -5.151 -0.1 0.1 -0.2
H -5.355 -6.401 -4.994 -0.5 -0.3 0.0
H -6.007 -7.937 -4.139 -0.1 0.4 -0.3
H -2.500 -6.133 -4.767 0.0 -0.3 0.2
H -2.350 -5.316 -3.175 -0.1 -0.1 -0.1
H -3.694 -4.934 -4.292 -0.1 0.1 0.2
C 0.478 8.265 3.905 -0.9 -0.4 0.9
S -0.219 6.745 3.167 0.3 0.0 0.5
O 0.932 6.073 2.494 -0.4 -0.2 0.3
C -0.608 5.853 4.764 1.0 -0.3 0.4
H -0.313 8.624 4.563 -0.3 0.4 -0.2
H 0.720 8.998 3.135 0.0 -0.3 0.0
H 1.290 8.071 4.606 0.4 -0.3 -0.5
H -0.687 4.771 4.649 -0.2 0.1 -0.9
H -1.478 6.159 5.345 -0.1 0.5 -0.6
H 0.250 5.918 5.433 0.2 0.4 -0.1
C -1.226 6.436 -2.520 -0.3 1.3 -0.3
S -0.388 7.361 -3.906 0.2 0.0 -0.3
O -1.301 8.398 -4.544 1.1 -1.0 1.6
C 1.053 8.089 -2.946 -0.9 0.4 -0.1
H -1.709 7.099 -1.802 0.2 0.3 -0.1
H -0.525 5.815 -1.963 0.0 -0.2 -0.5
H -2.042 5.917 -3.022 0.3 -0.4 0.1
H 0.766 8.799 -2.170 -0.4 -0.1 0.0
H 1.675 8.645 -3.648 -0.1 -0.3 -0.2
H 1.617 7.288 -2.468 -0.1 -0.2 -0.3
C 6.667 2.895 6.013 -0.1 -1.3 0.6
S 5.606 1.853 7.120 -1.4 1.8 0.3
O 4.494 2.784 7.580 1.1 -1.1 -0.3
C 4.895 0.766 5.862 1.1 0.4 -0.7
H 7.118 3.664 6.640 -0.4 0.1 -0.1
H 6.107 3.268 5.156 0.1 0.0 0.2
H 7.468 2.204 5.748 0.1 0.1 -0.5
H 4.541 1.384 5.038 -0.6 0.0 0.2
H 4.187 0.027 6.239 0.0 0.4 0.2
H 5.764 0.256 5.447 0.1 -0.4 0.0
Br -3.294 -7.741 4.093 0.7 0.4 -0.4
C -1.616 -7.006 3.269 -1.0 -0.7 0.0
C -0.708 -6.438 4.288 1.1 0.3 0.9
Br 0.361 -7.822 5.245 -0.5 0.5 -0.3
H -1.935 -6.228 2.576 -0.1 -0.2 0.0
H -1.185 -7.862 2.750 0.0 0.3 -0.1
H -1.187 -5.829 5.054 -0.2 -0.3 -0.1
H 0.040 -5.792 3.828 0.0 -0.2 -0.2
Br 5.254 2.771 -4.185 -0.2 -0.4 0.5
C 5.780 1.807 -2.540 0.8 0.1 -0.2
C 6.175 2.842 -1.514 -0.3 0.4 0.3
Br 7.205 2.010 -0.052 -0.2 0.2 -0.5
H 6.673 1.260 -2.842 -0.2 -0.1 0.0
H 5.028 1.097 -2.196 -0.1 0.3 -0.3
H 5.325 3.326 -1.033 0.0 -0.2 0.0
H 6.755 3.646 -1.969 0.3 -0.3 0.2
```
Positions in Å, forces in eV/Å.

Its frontier orbital gap is 8.836 eV. The net charge is 0. For the electronic energy, the calculation gives -13853.220723 Eh. The maximum force is 4.88 eV Å⁻¹.